[1]
Computed, not measured: a molecular structure, C36H34BiN11S3, with wB97M-V/def2-TZVPD.

Atoms and positions in Å:
Bi  0.12  -0.07  0.40
C  2.94  -1.04  -0.80
N  2.01  -1.85  0.00
C  1.58  -3.06  -0.72
C  2.65  -2.17  1.26
C  3.60  -3.18  1.36
C  4.28  -3.40  2.54
C  4.03  -2.58  3.63
C  3.09  -1.56  3.54
C  2.35  -1.35  2.36
N  1.43  -0.35  2.20
C  1.09  0.54  3.24
C  0.67  0.11  4.49
C  0.22  1.01  5.44
C  0.17  2.36  5.14
C  0.59  2.81  3.90
C  1.06  1.92  2.94
N  1.47  2.32  1.64
C  2.89  2.15  1.38
C  1.02  3.64  1.19
H  3.79  -1.64  -1.14
H  3.32  -0.22  -0.19
H  2.42  -0.64  -1.66
H  2.43  -3.70  -0.97
H  1.10  -2.78  -1.63
H  0.88  -3.62  -0.10
H  3.82  -3.79  0.50
H  5.01  -4.20  2.61
H  4.57  -2.71  4.55
H  2.93  -0.91  4.38
H  0.66  -0.95  4.70
H  -0.12  0.66  6.41
H  -0.20  3.08  5.87
H  0.57  3.87  3.68
H  3.48  2.93  1.87
H  3.07  2.21  0.30
H  3.23  1.18  1.75
H  1.64  4.45  1.61
H  -0.01  3.80  1.48
H  1.09  3.67  0.10
N  -1.97  2.69  -3.49
C  -1.67  1.94  -4.65
C  -2.68  1.60  -5.54
C  -2.38  0.87  -6.68
C  -1.09  0.44  -6.91
C  -0.08  0.76  -6.01
C  -0.37  1.52  -4.89
S  0.90  1.95  -3.74
N  0.06  2.33  -2.32
C  -1.17  2.67  -2.37
C  -1.86  3.17  -1.14
C  -2.39  4.45  -1.16
C  -3.03  4.93  -0.03
C  -3.13  4.10  1.07
C  -2.57  2.83  1.00
N  -1.93  2.37  -0.08
H  -2.94  2.88  -3.34
H  -3.69  1.93  -5.34
H  -3.17  0.62  -7.37
H  -0.85  -0.15  -7.79
H  0.93  0.42  -6.18
H  -2.28  5.07  -2.05
H  -3.45  5.93  -0.01
H  -3.63  4.41  1.97
H  -2.62  2.16  1.84
S  -1.64  -0.26  2.26
C  -2.97  -1.08  1.48
C  -4.19  -1.07  2.22
N  -5.17  -1.03  2.82
C  -2.90  -1.75  0.31
S  -1.50  -1.85  -0.73
C  -4.04  -2.45  -0.19
N  -4.94  -3.01  -0.64
N  3.63  -2.40  -4.79
C  2.29  -2.48  -4.50
C  1.60  -1.43  -3.88
N  0.34  -1.53  -3.52
C  -0.29  -2.68  -3.80
C  0.38  -3.70  -4.45
N  1.66  -3.61  -4.80
H  4.06  -1.50  -4.82
H  4.00  -3.12  -5.38
H  2.10  -0.49  -3.67
H  -1.32  -2.76  -3.49
H  -0.13  -4.62  -4.71

Output
Total charge = 0
E_tot = -92620.41288 eV
Spin multiplicity = 1
Gap between HOMO and LUMO = 7.28 eV


[2]
Computed, not measured: a single C4H10N2O molecule, with wB97M-V/def2-TZVPD.

Atoms and positions in Å:
C  2.24  -0.27  0.22
C  1.16  0.52  -0.50
O  1.31  1.70  -0.74
N  -0.07  -0.09  -0.64
C  -0.36  -1.40  -0.05
C  -1.20  0.76  -0.65
N  -1.81  0.64  0.85
H  3.16  0.29  0.17
H  2.37  -1.24  -0.25
H  1.99  -0.41  1.27
H  0.31  -2.16  -0.44
H  -1.37  -1.71  -0.34
H  -0.68  -0.93  1.12
H  -0.92  1.77  -0.95
H  -1.97  0.31  -1.28
H  -2.79  0.87  0.81
H  -1.37  1.37  1.41

Output
Total charge = 0
E_tot = -9336.55901 eV
Spin multiplicity = 1
SMILES = CC(=O)N(C)CN
Gap between HOMO and LUMO = 9.66 eV


[3]
Computed, not measured: 12 unconnected molecules or ions with the total composition H26NO11, with wB97M-V/def2-TZVPD.

Atoms and positions in Å:
N  -0.28  -0.55  -0.07
H  0.13  0.17  -0.65
H  -0.55  -1.40  -0.63
H  -1.19  -0.23  0.27
H  0.29  -0.74  0.70
O  2.03  1.23  1.09
H  2.78  0.67  0.74
H  2.57  1.48  1.85
O  -0.60  3.29  -2.01
H  -1.41  2.73  -2.03
H  0.07  2.59  -1.76
O  -0.45  -0.74  3.12
H  -0.42  0.01  3.54
H  -1.27  -1.15  3.36
O  2.24  -0.47  -2.91
H  2.71  -0.22  -3.65
H  1.31  -0.77  -3.09
O  1.60  1.73  -1.48
H  2.26  1.81  -0.81
H  2.07  0.99  -1.94
O  -3.29  -1.57  -0.50
H  -4.03  -1.32  0.08
H  -3.49  -1.18  -1.34
O  0.31  -3.44  -0.76
H  1.19  -3.60  -0.52
H  0.10  -3.97  -1.38
O  2.08  -1.85  2.73
H  1.42  -1.35  3.10
H  1.78  -2.81  2.86
O  -0.60  -0.97  -3.15
H  -1.31  -1.70  -2.95
H  -0.99  -0.30  -3.57
O  -2.73  1.79  1.70
H  -3.01  1.74  2.71
H  -2.01  2.37  1.66
O  -0.06  2.75  1.59
H  0.76  1.96  1.67
H  0.03  3.01  2.44

Output
Total charge = +1
E_tot = -24426.77204 eV
Spin multiplicity = 1
Gap between HOMO and LUMO = 9.89 eV


[4]
Computed, not measured: 2 unconnected molecules or ions with the total composition H4N2OS, with wB97M-V/def2-TZVPD.

Atoms and positions in Å:
N  -2.08  1.07  0.00
N  -1.12  -1.27  -0.16
O  2.31  0.13  -0.26
S  -2.39  -0.41  -0.22
H  -2.92  1.67  -0.12
H  2.18  -0.70  0.13
H  -0.24  -0.65  0.16
H  3.16  0.69  -0.12

Output
Total charge = 0
E_tot = -15925.63333 eV
Spin multiplicity = 1
Gap between HOMO and LUMO = 9.77 eV


[5]
Computed, not measured: 2 unconnected molecules or ions with the total composition C5H9NO, with wB97M-V/def2-TZVPD.

Atoms and positions in Å:
C  -0.43  -1.95  0.76
O  -0.48  -0.89  -0.50
C  -0.40  0.37  -0.45
C  -0.04  1.15  -1.68
C  -0.51  1.11  0.83
C  1.90  -1.04  0.44
N  2.47  -0.07  0.12
H  0.11  -2.82  0.37
H  0.04  -1.69  1.72
H  -1.50  -2.07  0.83
H  -0.44  2.18  -1.67
H  -0.29  0.65  -2.61
H  1.06  1.21  -1.60
H  0.53  1.25  1.14
H  -1.03  0.52  1.59
H  -0.99  2.09  0.70

Output
Total charge = 0
E_tot = -8864.41051 eV
Spin multiplicity = 1
Gap between HOMO and LUMO = 8.15 eV


[6]
Computed, not measured: 8 unconnected molecules or ions with the total composition C14H47N3O8, with wB97M-V/def2-TZVPD.

Atoms and positions in Å:
C  3.09  1.03  -0.52
C  4.34  0.78  0.26
C  5.35  -0.21  -0.39
O  6.26  -0.76  0.59
C  7.19  -1.57  -0.06
N  4.91  2.07  0.59
H  2.50  0.12  -0.62
H  3.42  1.31  -1.52
H  2.56  1.89  -0.11
H  3.98  0.30  1.18
H  5.92  0.26  -1.19
H  4.73  -0.95  -0.90
H  7.56  -1.10  -0.97
H  6.68  -2.51  -0.30
H  8.08  -1.76  0.53
H  5.65  1.85  1.24
H  4.26  2.65  1.10
C  2.02  -3.17  -3.60
C  0.74  -3.20  -2.62
C  1.09  -2.41  -1.30
O  -0.06  -2.23  -0.42
C  -0.58  -3.46  0.13
N  -0.36  -2.46  -3.30
H  1.62  -3.35  -4.60
H  2.68  -3.98  -3.29
H  2.53  -2.22  -3.53
H  0.70  -4.25  -2.31
H  1.59  -1.46  -1.46
H  1.86  -3.04  -0.85
H  -1.26  -3.25  0.95
H  0.25  -3.97  0.61
H  -1.11  -4.09  -0.59
H  -0.98  -2.22  -2.54
H  -0.82  -3.13  -3.90
C  -7.06  1.67  1.82
C  -6.94  1.81  0.34
C  -5.78  1.07  -0.36
O  -4.52  1.69  -0.17
C  -3.60  1.59  -1.23
N  -8.24  1.43  -0.18
H  -6.28  2.24  2.34
H  -7.06  0.59  1.97
H  -7.99  2.14  2.15
H  -6.83  2.89  0.20
H  -5.95  0.95  -1.43
H  -5.73  0.04  0.00
H  -2.68  2.13  -0.99
H  -3.97  1.95  -2.19
H  -3.33  0.54  -1.31
H  -8.37  1.48  -1.18
H  -8.88  2.17  0.06
O  -2.38  0.55  1.62
H  -2.69  -0.23  2.07
H  -3.14  0.87  1.13
O  -0.18  0.86  -0.05
H  -0.96  0.80  0.51
H  0.09  -0.04  -0.20
O  0.24  3.17  -1.72
H  0.21  2.26  -1.41
H  -0.50  3.25  -2.32
C  1.77  -0.85  2.78
O  2.81  -1.25  3.57
H  0.82  -1.35  2.96
H  1.57  0.18  3.09
H  2.06  -0.84  1.73
H  2.91  -2.19  3.41
C  0.46  2.80  2.60
O  1.37  3.50  3.42
H  -0.29  3.46  2.16
H  0.89  2.24  1.78
H  -0.24  2.13  3.11
H  2.01  2.82  3.63

Output
Total charge = +1
Expectation value of S² = 0.755
E_tot = -36118.12777 eV
Spin multiplicity = 2
Gap between HOMO and LUMO (alpha / beta) = 8.21 / 2.29 eV


Computed max |F|, in the same sequence as the records: 0.0075, 0.0815, 0.1910, 0.0928, 0.0374, 0.0850 Eh/bohr.